Molecular formula: C5H28NO10S
Method: DFT, wB97M-V/def2-TZVPD

Geometry as XYZ:
```
45
Properties=species:S:1:pos:R:3:forces:R:3:lowdin_charge:R:1
C -2.14082 1.18444 0.27796 1.0 -0.5 2.3 -0.196
C -3.36300 0.96661 -0.57988 -2.4 1.4 -1.0 -0.727
S -3.02152 0.51915 -2.28842 0.2 -0.9 -0.6 0.346
C -0.77500 1.53276 -0.33665 0.1 0.2 -1.8 -0.491
N 0.14795 0.57100 -0.63538 -1.6 0.6 0.9 0.048
C -0.02909 -0.81519 -0.25402 0.7 -0.2 -1.6 -0.238
C 0.51750 -1.06366 1.12814 1.3 1.7 2.0 -0.074
O -0.45768 2.67536 -0.66943 -0.6 0.9 0.5 -0.008
H -1.91549 0.32497 0.92796 -0.4 -0.3 -0.5 0.088
H -2.35111 1.91725 1.06967 0.1 0.4 -0.5 0.113
H -4.01261 1.90478 -0.68455 1.4 -0.6 0.4 0.052
H -4.19301 0.33634 -0.15038 1.4 0.0 0.2 0.039
H 0.96471 0.98034 -1.09429 -0.2 -0.7 0.2 0.097
H -1.06743 -1.06697 -0.35807 -0.5 0.0 0.2 0.065
H 0.40508 -1.41325 -1.10260 0.2 0.2 1.2 0.124
H 0.89981 -0.08355 1.59135 0.3 -1.1 -1.2 0.078
H -0.16206 -1.18105 1.97497 -0.7 -0.8 -0.6 0.055
H 1.33123 -1.78754 1.20265 -0.2 0.0 0.0 0.079
H -1.03566 -2.39329 -2.93071 0.4 -0.1 0.0 -0.004
H -2.46059 -2.44415 -2.61409 -0.2 0.0 0.0 -0.004
O -1.66912 -2.99498 -2.51459 -0.3 0.3 -0.1 -0.089
H 1.10319 2.07556 1.77343 -0.4 0.3 0.4 0.027
H 1.90261 3.18113 1.22536 0.2 0.1 0.2 0.027
O 1.71581 2.76066 2.08695 -0.4 -0.2 -0.6 -0.062
H 4.07067 1.53423 2.34055 0.0 0.0 -0.1 0.061
H 2.74205 1.35803 1.65689 1.0 -0.1 0.1 0.006
O 3.63700 0.93546 1.72083 -0.3 0.0 -0.3 -0.085
H 3.09850 0.63529 -1.12852 -0.1 -0.4 0.0 0.044
H 2.38031 -0.04617 -2.37798 0.0 -0.2 0.2 0.045
O 2.74993 0.76450 -2.01681 0.3 0.2 -0.5 -0.063
H -0.93543 -0.33226 -2.83114 0.0 0.6 -0.5 -0.088
H -0.27811 0.07093 -4.21347 -0.3 -0.1 0.5 0.044
O -0.18608 -0.52512 -3.45677 0.2 -0.4 0.1 -0.139
H -2.82301 -2.48778 -0.59903 0.6 -0.1 0.3 0.014
H -3.90865 -1.65339 -0.07775 0.0 0.3 0.3 0.021
O -3.10498 -2.08500 0.23743 -0.4 -0.4 -0.4 -0.072
H -0.65895 -2.84898 2.42505 0.7 -0.8 -0.5 0.008
H -1.85437 -3.51017 2.05961 -0.3 -0.7 -0.7 0.024
O -0.90549 -3.69099 1.98885 -0.5 1.2 1.0 -0.080
H 2.84599 2.77309 -1.41019 -0.1 0.0 0.6 0.043
H 1.40759 3.19140 -1.06773 1.4 -0.9 1.5 0.088
O 2.29091 2.90414 -0.61908 -1.4 1.4 -1.8 -0.123
H 2.81883 -1.63743 3.68541 0.1 -0.1 -0.3 0.017
H 3.29595 -0.33956 2.89165 -0.2 -0.3 0.1 -0.020
O 2.98361 -0.69697 3.74679 0.0 0.2 0.5 -0.091
```
Positions in Å, forces in eV/Å.

## Properties
orbital gap	0.23684	Ha
HOMO	-3.8	eV
charge	-1
DFT total energy	-38441.641	eV
ΔE to the lowest compared entry with this formula, charge and spin	22.12	kcal/mol
2S+1	1